The following is a DFT calculation (ωB97M-V with the def2-TZVPD basis set) of 2 unconnected molecules or ions with the total composition C4H7N3O at a distorted geometry.

```
15
Properties=species:S:1:pos:R:3:forces:R:3
C 1.1363 0.0349 3.0191 0.0 0.1 0.2
C -0.9923 -0.3320 -0.2835 -0.4 0.1 -0.3
C -1.8099 -1.3588 -0.1288 0.2 0.0 0.1
C 1.2543 0.4473 -0.2959 -0.1 -0.1 0.2
N 1.0991 1.1473 2.7522 0.1 0.6 0.0
N 0.3441 -0.3539 0.1823 0.4 0.8 -0.5
N 1.1071 1.3077 -1.3438 -0.3 0.0 -0.1
O 0.6350 -1.1868 1.1195 0.2 -1.3 0.3
H 1.2010 -0.9578 3.3771 0.0 -0.3 0.1
H -1.3005 0.5869 -0.7603 -0.1 0.0 0.0
H -1.4706 -2.2589 0.3533 0.1 -0.1 0.1
H -2.8276 -1.3260 -0.4768 -0.1 0.2 -0.1
H 2.2421 0.3580 0.1265 -0.1 -0.1 0.1
H 0.1717 1.5834 -1.5959 0.1 0.1 -0.1
H 1.7949 2.0394 -1.4028 -0.1 0.0 0.0
```
Forces are in eV/Å.

highest occupied orbital energy (spin up / spin down) = -7.77 / -7.77 eV
relative energy (zero: lowest compared OMol25 entry of this formula, charge and spin) = 403.5 kJ/mol
strongest force on any atom = 1.4 eV/A
orbital gap (spin up / spin down) = 8.54 / 8.54 eV

Listed below, in e, are the natural (NBO) charges computed for each atom: 0.140, -0.067, -0.360, 0.267, -0.420, 0.002, -0.795, -0.630, 0.232, 0.183, 0.231, 0.207, 0.219, 0.389, 0.402